No. 1
116
Properties=species:S:1:pos:R:3:forces:R:3 method="wB97M-V/def2-TZVPD" de_lowest_ev=0.5799 total_energy_ha=-6839.651082 e_homo_ha="-0.0907 / -0.1761" orbital_gap_ev="4.474 / 6.730" s2=2.024 total_charge=-1 spin_multiplicity=3
Ti -1.3006 0.5275 -0.9653 1.0391 0.1206 0.9081
C 2.8986 -4.5092 2.7126 0.0108 0.0175 -0.0178
C 1.4302 -4.7588 3.0885 0.0002 -0.0089 0.0039
C 1.3293 -4.7937 4.6135 -0.0101 0.0057 0.0135
C 0.9988 -6.1296 2.5486 0.0000 -0.0065 -0.0119
C 0.5614 -3.6624 2.4748 -0.0110 0.0123 0.0480
C 0.5446 -3.4847 1.0967 0.0047 -0.0298 -0.0436
C -0.1560 -2.4427 0.5287 0.0426 0.0324 -0.0444
Se -0.0695 -2.1464 -1.3589 -0.0837 0.0595 -0.0736
C 1.6815 -1.3614 -1.3913 -0.1232 -0.0123 0.0255
C 2.7984 -2.1795 -1.4397 0.0223 -0.0279 -0.0028
C 4.0713 -1.6418 -1.3434 0.0153 0.0549 0.0026
C 4.1533 -0.2523 -1.2420 -0.0162 -0.0100 -0.0323
C 3.0631 0.6100 -1.2312 0.0110 0.0659 -0.0139
C 1.7621 0.0383 -1.2673 0.0596 0.0009 0.0952
O 0.6816 0.7729 -1.1319 -0.3525 -0.1515 -0.2306
C 3.3448 2.1168 -1.0695 0.0516 0.0251 0.0101
C 3.7399 2.3805 0.3918 -0.0406 -0.0164 0.0299
C 4.5062 2.5396 -1.9896 -0.0204 -0.0184 0.0298
C 2.1720 3.0442 -1.4128 -0.0250 -0.0106 -0.0547
C 5.3434 -2.4877 -1.3233 0.0176 -0.0005 -0.0021
C 6.2579 -2.0886 -2.4905 0.0010 -0.0005 0.0017
C 6.0892 -2.2622 0.0004 -0.0024 0.0047 0.0030
C 5.0391 -3.9817 -1.4447 -0.0201 -0.0017 -0.0080
C -0.8948 -1.5178 1.2939 -0.0143 0.1100 -0.0007
O -1.4322 -0.4631 0.7084 -0.0449 0.0084 -0.2369
C -0.9948 -1.7597 2.6833 -0.0804 -0.0227 0.0064
C -0.2268 -2.7959 3.2208 -0.0008 -0.0325 -0.0273
C -1.8364 -0.9228 3.6623 0.0500 0.0057 0.0788
C -2.9601 -0.1181 3.0030 -0.0231 -0.0410 -0.0122
C -2.5144 -1.8428 4.6936 0.0052 0.0026 0.0077
C -0.9154 0.0643 4.3943 0.0301 0.0149 -0.0262
H 3.5425 -5.2868 3.1349 -0.0091 0.0098 -0.0040
H 3.0356 -4.5052 1.6292 -0.0039 -0.0044 0.0223
H 3.2301 -3.5391 3.0899 -0.0040 -0.0191 -0.0052
H 1.9739 -5.5848 5.0047 -0.0047 0.0057 -0.0039
H 1.6504 -3.8489 5.0572 -0.0038 -0.0104 -0.0037
H 0.3083 -4.9986 4.9438 0.0111 0.0055 -0.0044
H 1.6256 -6.9224 2.9687 -0.0099 0.0146 -0.0070
H -0.0414 -6.3346 2.8117 0.0164 0.0028 -0.0044
H 1.0839 -6.1727 1.4613 -0.0029 -0.0019 0.0224
H 1.1095 -4.1445 0.4468 -0.0097 0.0201 -0.0007
H 2.6453 -3.2477 -1.5276 -0.0018 0.0153 -0.0002
H 5.1404 0.1858 -1.1500 -0.0055 -0.0085 -0.0129
H 4.6150 1.7921 0.6797 -0.0167 -0.0062 -0.0147
H 3.9749 3.4400 0.5361 -0.0073 -0.0179 -0.0017
H 2.9144 2.1208 1.0582 0.0115 0.0093 -0.0136
H 5.4482 2.0488 -1.7426 -0.0037 0.0141 -0.0003
H 4.2697 2.3145 -3.0326 0.0081 0.0010 0.0190
H 4.6673 3.6174 -1.9006 -0.0076 -0.0182 0.0040
H 1.3082 2.8839 -0.7713 0.0637 0.0241 -0.0026
H 2.5165 4.0784 -1.3048 0.0090 0.0117 -0.0131
H 1.8567 2.9062 -2.4499 0.0011 -0.0097 0.0255
H 6.5473 -1.0381 -2.4269 -0.0115 -0.0139 -0.0060
H 7.1713 -2.6917 -2.4867 -0.0186 0.0112 0.0028
H 5.7481 -2.2381 -3.4448 0.0091 0.0001 0.0139
H 6.3731 -1.2154 0.1237 -0.0108 -0.0172 0.0018
H 5.4563 -2.5390 0.8466 0.0114 0.0031 -0.0122
H 7.0009 -2.8667 0.0357 -0.0154 0.0096 -0.0030
H 4.5262 -4.2124 -2.3815 0.0090 0.0078 0.0236
H 5.9729 -4.5493 -1.4230 -0.0100 0.0074 -0.0004
H 4.4154 -4.3305 -0.6180 0.0138 0.0052 -0.0153
H -0.2448 -2.9204 4.2942 0.0044 -0.0048 -0.0242
H -3.6054 -0.7620 2.3979 0.0254 0.0249 -0.0271
H -3.5694 0.3341 3.7929 -0.0057 -0.0063 -0.0212
H -2.5520 0.6706 2.3775 0.0238 0.0105 0.0102
H -3.1551 -2.5737 4.1932 0.0142 0.0001 0.0133
H -1.8048 -2.3860 5.3185 -0.0289 0.0249 0.0052
H -3.1382 -1.2402 5.3589 0.0070 -0.0040 -0.0106
H -0.4615 0.7551 3.6808 -0.0069 -0.0047 0.0148
H -1.4879 0.6521 5.1190 0.0075 -0.0104 -0.0101
H -0.1204 -0.4627 4.9292 -0.0141 0.0009 -0.0165
Cl -2.5051 -0.4856 -5.7569 -0.0018 0.0019 0.0030
C -3.5637 0.0853 -4.5049 0.2123 -0.0444 0.0124
C -4.8873 0.4029 -4.8337 -0.1485 0.0364 0.0140
C -5.7579 0.8713 -3.8890 0.1101 -0.0436 -0.0756
Cl -7.3950 1.2654 -4.3395 -0.0102 0.0032 -0.0028
C -5.3296 1.0439 -2.5530 -0.0332 0.0073 0.0723
C -6.1199 1.5463 -1.4944 0.0174 0.0269 0.1449
C -5.5827 1.6776 -0.2404 -0.1463 -0.0089 -0.2395
C -4.2477 1.3065 -0.0243 0.2052 -0.1259 -0.1803
N -3.4911 0.8370 -0.9935 -0.1750 0.1232 0.0999
C -3.9967 0.7067 -2.2476 -0.2208 0.0735 0.2151
C -3.0598 0.2219 -3.2156 0.0507 -0.1036 -0.2168
O -1.8498 -0.0426 -2.8500 -0.2009 0.1143 -0.1107
H -5.2135 0.2756 -5.8570 -0.0094 0.0063 0.0079
H -7.1439 1.8323 -1.6942 -0.0010 0.0005 0.0168
H -6.1578 2.0767 0.5828 -0.0361 0.0012 -0.0081
H -3.7773 1.4053 0.9426 0.0430 0.0113 0.0307
C -1.4940 4.8385 -3.7695 0.0131 0.0273 -0.0253
C -2.2672 4.7708 -2.6259 -0.0655 0.0199 0.0072
C -2.2175 3.6183 -1.8574 -0.1154 0.0120 -0.0132
N -1.4571 2.5738 -2.1742 -0.0132 -0.2161 0.0737
C -0.7144 2.6409 -3.2809 0.0483 -0.0140 -0.0339
C -0.7009 3.7515 -4.1039 0.0362 -0.0197 -0.0425
H -1.5070 5.7245 -4.3928 0.0044 -0.0078 0.0045
H -2.8877 5.5956 -2.3026 -0.0081 -0.0215 -0.0112
H -2.8045 3.5328 -0.9503 -0.0081 -0.0163 -0.0674
H -0.1207 1.7637 -3.4998 0.0219 -0.0127 -0.0157
H -0.0780 3.7559 -4.9883 -0.0077 -0.0027 0.0081
N -3.3426 -2.6779 -1.0139 0.0382 -0.0269 -0.0141
H -3.4722 -3.5422 -0.5035 -0.0163 -0.0064 -0.0010
H -3.5236 -2.8541 -1.9945 -0.0220 0.0086 -0.0014
H -4.0242 -2.0084 -0.6792 0.0236 0.0354 0.0146
S -0.8484 2.4655 1.1127 -0.1441 -0.2274 -0.0448
C -1.7663 3.9357 1.1490 0.0377 0.1799 -0.1395
N -1.1726 5.0256 0.5001 -0.0504 0.0943 0.1392
C -1.7908 6.2714 0.3984 0.0529 -0.1439 0.0306
C -3.0399 6.4414 0.9146 -0.0157 -0.0213 0.0128
C -3.6886 5.3805 1.5755 -0.0235 0.0455 0.0270
C -3.0082 4.1312 1.6889 0.0052 0.0329 0.0235
H -0.2362 4.8752 0.1679 0.0269 0.0042 -0.0404
H -1.2366 7.0476 -0.1077 0.0115 -0.0133 -0.0034
H -3.5120 7.4110 0.8154 -0.0118 -0.0130 0.0154
H -4.6677 5.5154 2.0136 0.0088 0.0074 -0.0096
H -3.4551 3.3099 2.2336 -0.0087 -0.0162 -0.0410

***

No. 2
10
Properties=species:S:1:pos:R:3:forces:R:3 method="wB97M-V/def2-TZVPD" de_lowest_ev=0.3912 total_energy_ha=-1472.365320 e_homo_ha=-0.3109 orbital_gap_ev=8.770 smiles="ClCCl.OC=S" total_charge=0
Cl -1.1122 1.9431 -1.2821 0.0490 0.0438 0.0194
C -1.3932 0.2059 -1.1099 -0.1708 -0.4004 -0.1326
Cl 0.0308 -0.7640 -1.5072 -1.3686 -0.1451 -1.1923
H -2.1975 -0.0791 -1.7847 0.0803 0.1108 0.1189
H -1.6640 0.0043 -0.0758 0.0522 0.0336 -0.1128
O 0.6477 -1.0572 1.1369 -0.1751 -0.2816 0.6810
C 1.5097 -0.0458 1.0189 0.6865 0.3977 -0.1692
S 2.4118 0.2099 -0.2931 0.7723 0.2237 1.0059
H 0.2124 -1.0222 2.0019 0.1494 -0.0200 -0.1104
H 1.5546 0.6052 1.8950 -0.0752 0.0376 -0.1081

***

No. 3
13
Properties=species:S:1:pos:R:3:forces:R:3 method="wB97M-V/def2-TZVPD" de_lowest_ev=2.2490 total_energy_ha=-394.884909 e_homo_ha=-0.3477 orbital_gap_ev=9.581 smiles="[H]/N=C1/NC(=C)C(=O)N1" total_charge=0
H -1.2651 2.2592 1.9843 0.8235 -0.8003 0.0717
N -0.3261 1.8097 1.9236 -0.0606 0.1364 -2.0776
C -0.2073 1.1363 0.8251 -1.8258 0.2630 2.0217
N 0.9613 0.5732 0.3183 3.3231 -3.0166 3.4129
C 0.5807 -0.6129 -0.4656 1.3182 0.9537 0.2718
C 1.3306 -1.4838 -1.1468 -2.1317 -0.3614 -0.2534
C -0.8598 -0.4696 -0.5759 -2.0656 -2.7340 -4.3566
O -1.5963 -1.0845 -1.3386 0.4427 -0.8695 0.5817
N -1.2820 0.6173 0.0051 -0.9259 3.6168 3.4909
H 1.7219 0.2358 1.2371 -3.0291 1.8261 -3.6843
H 0.8980 -2.2979 -1.7705 -0.1998 0.9397 0.7684
H 2.3623 -1.4559 -1.2271 1.9272 0.3379 0.3757
H -2.3181 0.7730 0.2311 2.4037 -0.2918 -0.6230

***

No. 4
88
Properties=species:S:1:pos:R:3:forces:R:3 method="wB97M-V/def2-TZVPD" de_lowest_ev=0.0000 total_energy_ha=-2367.880208 e_homo_ha=-0.4122 orbital_gap_ev=5.334 total_charge=+1
Pt -0.0377 -0.5283 -0.1686 -0.3034 -0.8268 -0.8761
C 1.3184 -2.7910 -2.7769 0.1347 -0.1048 -0.0661
C 2.6963 -2.1208 -2.7321 -0.1015 0.1746 0.1691
C 2.6409 -0.7514 -3.4220 0.0610 -0.0307 -0.0077
C 3.3355 -2.1158 -1.3388 0.2157 -0.2526 -0.3395
C 4.3558 -3.0420 -1.1182 -0.0764 0.0007 -0.0285
C 5.0326 -3.1011 0.0883 -0.0108 0.0155 0.0590
C 4.7048 -2.2113 1.0995 -0.0905 0.0044 -0.0374
C 3.6906 -1.2687 0.9274 0.1620 0.0694 0.2757
C 3.3912 -0.3010 2.0660 0.1604 -0.1261 0.0163
C 4.4486 0.8095 2.1180 0.0033 0.0782 -0.0551
C 3.3275 -0.9943 3.4364 -0.0759 0.0356 -0.0636
C 3.0075 -1.2471 -0.2946 -0.2130 0.4949 -0.4921
N 1.9515 -0.2909 -0.5145 0.5767 -0.7913 0.6280
C 2.3520 0.9812 -0.7306 0.1967 -0.1953 -0.1255
O 3.4867 1.3783 -0.8998 0.0498 0.0990 -0.0423
C 1.1957 1.9155 -0.8006 -0.0102 0.1805 0.0082
C 1.2765 3.2403 -1.1548 -0.0220 0.1514 -0.0029
C 0.1040 3.9844 -1.1967 -0.0738 0.0575 0.0050
C -1.1145 3.3842 -0.8945 0.1017 0.2890 -0.0383
C -1.1227 2.0565 -0.5474 -0.1015 0.0518 0.0808
N 0.0180 1.3661 -0.5016 -0.0634 0.8743 -0.1224
C -2.3561 1.2667 -0.2418 -0.1639 -0.2897 -0.1523
O -3.4501 1.7951 -0.2155 -0.0772 0.1829 -0.0312
N -2.0632 -0.0367 -0.0893 0.2486 -0.9893 0.7740
C -3.0837 -0.9965 0.2231 -0.1552 0.4297 -0.3151
C -3.3856 -1.9286 -0.7814 -0.2629 0.0361 -0.2419
C -4.3103 -2.9308 -0.5039 0.1771 -0.0132 -0.1408
C -4.9048 -3.0108 0.7422 -0.0649 -0.0296 0.1204
C -4.6423 -2.0453 1.7003 0.0498 0.0309 -0.0408
C -3.7577 -0.9920 1.4546 0.1579 0.0577 0.3021
C -3.6184 0.1481 2.4767 -0.1220 -0.1559 -0.1485
C -4.7848 0.1784 3.4610 -0.1059 0.1122 0.0107
C -2.3129 0.1550 3.2703 -0.0412 -0.1267 0.0675
C -2.8068 -1.7567 -2.1797 -0.2368 -0.0964 0.0998
C -3.6206 -0.6873 -2.9212 0.0788 0.0562 -0.0653
C -2.7502 -3.0403 -3.0032 -0.0084 0.0622 -0.0609
H 0.9311 -2.7877 -3.7979 0.0281 0.0075 0.0173
H 0.5973 -2.2594 -2.1555 -0.1317 0.0859 0.0803
H 1.3596 -3.8268 -2.4341 0.0207 0.1158 -0.1397
H 3.3570 -2.7483 -3.3315 0.0578 0.0008 -0.0336
H 1.7532 -0.1905 -3.1266 -0.0062 0.0097 0.0018
H 2.5905 -0.8914 -4.5032 -0.0094 0.0005 0.0230
H 3.5195 -0.1462 -3.1974 -0.0076 -0.0180 -0.0014
H 4.6359 -3.7139 -1.9231 -0.0159 0.0202 0.0422
H 5.8290 -3.8225 0.2332 -0.0496 0.0542 -0.0080
H 5.2527 -2.2418 2.0339 -0.0361 -0.0028 -0.0447
H 2.4211 0.1605 1.8729 -0.0524 0.0684 -0.0293
H 5.4198 0.3832 2.3813 -0.0258 0.0192 -0.0060
H 4.1874 1.5492 2.8790 0.0195 -0.0551 -0.0090
H 4.5472 1.3161 1.1582 0.0027 -0.0506 0.0775
H 4.3183 -1.3151 3.7618 -0.0303 0.0153 -0.0036
H 2.6825 -1.8773 3.4476 -0.0138 0.0062 -0.0609
H 2.9511 -0.2965 4.1872 0.0394 -0.0148 -0.0260
H 2.2486 3.6509 -1.3903 -0.0043 -0.0113 0.0086
H 0.1376 5.0318 -1.4683 -0.0046 -0.0293 -0.0066
H -2.0573 3.9144 -0.9234 0.0196 -0.0350 0.0065
H -4.5713 -3.6538 -1.2668 0.0156 0.0279 0.0190
H -5.6108 -3.8045 0.9569 0.0343 0.0386 -0.0050
H -5.1670 -2.0934 2.6447 0.0315 -0.0009 -0.0502
H -3.6621 1.0760 1.9051 -0.0400 -0.0434 -0.0255
H -4.7511 -0.6585 4.1636 0.0038 0.0392 -0.0205
H -5.7467 0.1615 2.9460 0.0282 -0.0040 0.0369
H -4.7389 1.0979 4.0474 0.0069 -0.0476 -0.0096
H -2.2131 -0.7593 3.8652 0.0323 0.0361 -0.0316
H -2.3064 1.0004 3.9616 -0.0089 -0.0533 -0.0177
H -1.4440 0.2603 2.6285 0.1793 0.0429 -0.1122
H -1.7886 -1.3796 -2.0821 0.1560 -0.0044 0.0042
H -4.6295 -1.0574 -3.1185 0.0260 0.0258 0.0206
H -3.1525 -0.4463 -3.8795 -0.0461 -0.0314 0.0313
H -3.7098 0.2311 -2.3386 -0.0181 -0.0458 -0.0198
H -3.7490 -3.4053 -3.2513 0.0340 0.0013 0.0193
H -2.2084 -3.8358 -2.4906 -0.0118 -0.0085 -0.0152
H -2.2395 -2.8450 -3.9483 -0.0151 -0.0081 0.0228
Cl 0.3027 -6.8943 -1.3520 0.0235 -0.1451 -0.1016
C 0.2521 -5.4027 -0.5513 -0.0036 0.1115 0.1176
C -0.9908 -4.8023 -0.3212 0.0216 -0.1287 -0.0345
C -1.0266 -3.6014 0.3263 0.0894 0.0267 0.1405
C 0.1803 -2.9588 0.7480 -0.1324 0.3532 -1.0203
C 0.0900 -1.7720 1.5009 0.0318 0.3563 1.5996
C 1.4318 -3.6137 0.4993 -0.1097 0.0168 0.0954
C 1.4599 -4.8202 -0.1285 -0.1181 -0.2105 0.0927
H -1.8999 -5.2992 -0.6338 0.0465 0.0148 0.0250
H -1.9755 -3.1417 0.5605 0.0101 0.0044 0.0373
H -0.8455 -1.5923 2.0106 -0.1637 0.0560 0.0445
H 0.9611 -1.4379 2.0468 0.1510 -0.0419 0.0553
H 2.3491 -3.1688 0.8502 -0.0259 -0.0722 0.0994
H 2.3952 -5.3336 -0.3024 -0.0221 -0.0089 -0.0087

***

No. 5
20
Properties=species:S:1:pos:R:3:forces:R:3 method="wB97M-V/def2-TZVPD" de_lowest_ev=4.4802 total_energy_ha=-419.592244 e_homo_ha=-0.4844 orbital_gap_ev=9.274 smiles="CC(C)=[N+]=C(C)CN=O" total_charge=+1
C -0.1879 -0.9521 -2.1804 1.9526 1.4220 0.9788
C -0.1776 0.2258 -1.3024 -0.3549 1.0648 -0.0075
C -0.6666 1.5530 -1.7444 -0.0062 0.5496 4.1715
N 0.2804 0.1825 -0.1354 -0.6438 -0.5176 -2.4336
C 0.5263 -0.0420 1.0424 -0.0111 0.9977 1.4771
C 1.8905 0.2687 1.5225 0.3619 -0.7235 1.3188
C -0.5669 -0.4404 1.9659 -0.2110 0.5538 0.6496
N -1.7154 -1.1734 1.2166 1.2845 2.2391 -1.4624
O -2.2375 -2.0119 1.8146 -0.7305 -1.4321 1.4931
H 0.4378 -1.6198 -1.6766 0.9864 -1.6352 0.2135
H 0.2278 -0.6511 -3.1077 0.1881 -0.0144 -1.1357
H -1.1280 -1.3513 -2.2509 -2.5279 -0.8397 -0.4253
H 0.1128 2.1727 -2.1117 0.8428 0.6379 -0.0826
H -1.1943 1.9943 -0.8181 1.0694 -0.1262 -1.4875
H -1.3801 1.4899 -2.4477 -2.4448 -0.4989 -2.7332
H 2.5359 -0.5935 1.3385 0.1143 0.1146 -0.1680
H 1.9214 0.4295 2.6026 -0.1921 -0.0436 -0.0619
H 2.2670 1.1531 1.0562 0.3367 0.3680 -0.5013
H -0.0501 -1.0887 2.6258 -0.0574 -1.0549 1.1752
H -0.8955 0.4546 2.5903 0.0429 -1.0614 -0.9786

***

No. 6
14
Properties=species:S:1:pos:R:3:forces:R:3 method="wB97M-V/def2-TZVPD" de_lowest_ev=3.1364 total_energy_ha=-398.922400 e_homo_ha=-0.3478 orbital_gap_ev=9.746 total_charge=0
C -2.0117 -0.5450 -0.1921 0.1277 0.0151 -0.0132
O -0.6004 -0.5021 -0.1620 0.0223 -0.0032 -0.1146
H -0.0834 0.1954 0.6856 -0.0651 -0.0524 -0.1054
H -2.3980 -1.2221 0.5785 0.0389 0.0488 -0.0514
H -2.3368 -0.9139 -1.1679 0.0298 0.0229 0.0391
H -2.4488 0.4504 -0.0386 0.0491 -0.0685 -0.0056
C 0.3540 -0.7579 -1.7583 -0.0095 -0.0145 -0.1069
C 0.8181 0.8969 1.4549 0.0942 -0.0132 -0.0385
O 1.4774 -0.4618 -1.4579 -0.3275 -0.0733 -0.0076
N 1.9840 0.8731 0.9087 0.0190 -0.0020 -0.0267
O -0.4231 -1.1336 -2.5615 0.1653 0.1331 0.3597
H 2.0676 0.3847 0.0017 -0.0450 0.0595 0.1279
H 2.8168 1.3041 1.3007 -0.1637 -0.0408 -0.0016
H 0.7842 1.4317 2.4081 0.0646 -0.0114 -0.0551

***

No. 7
8
Properties=species:S:1:pos:R:3:forces:R:3 method="wB97M-V/def2-TZVPD" de_lowest_ev=3.3845 total_energy_ha=-532.305314 e_homo_ha=-0.1111 orbital_gap_ev=6.847 total_charge=-1
C -0.5301 -0.3227 -0.9033 2.0183 -0.8155 4.3763
O 0.9994 1.8911 0.8028 0.7200 -1.0342 0.5817
O -0.6961 -1.7936 1.4090 0.7907 0.2075 -0.5623
P 0.4004 -1.2897 0.5083 -1.5089 1.2607 -0.5484
H 0.0465 -0.1392 -1.6932 2.3630 -0.0939 -3.7326
H -0.5118 0.6476 -0.4994 -0.4684 1.4812 1.2173
H -1.4526 -0.6980 -1.0468 -3.1166 -1.3071 -0.6722
H 1.7444 1.7043 1.4227 -0.7980 0.3013 -0.6600

***

No. 8
13
Properties=species:S:1:pos:R:3:forces:R:3 method="wB97M-V/def2-TZVPD" de_lowest_ev=2.1772 total_energy_ha=-642.772648 e_homo_ha=-0.3246 orbital_gap_ev=9.704 total_charge=0
H 1.4927 2.0009 -0.0014 1.6128 0.2325 -0.2130
N 0.5126 1.9325 -0.0167 -1.2653 1.5379 0.1435
C 0.1570 0.7702 -0.2400 -6.2034 0.8995 1.8246
C 0.8522 -0.3920 -0.4069 4.8651 -3.3922 -1.0923
S 2.6304 -0.2876 -0.0261 1.1567 0.5455 -1.3681
N -1.2993 0.4476 -0.1005 1.5796 0.8227 -1.3419
N -1.7566 -0.8792 0.0611 -2.6453 -1.0018 0.5807
H 0.6295 -1.1579 0.2463 -1.5471 -1.4310 1.3236
H 0.7989 -0.8619 -1.3765 -0.1731 0.1174 -0.4840
H 2.6861 -0.6068 1.2506 -0.5193 -0.1492 0.6097
H -1.7888 1.2147 0.3266 -0.3521 -0.0462 0.0194
H -2.5245 -1.2608 -0.6099 2.0782 1.6557 0.1918
H -2.3900 -0.9195 0.8933 1.4132 0.2094 -0.1939